This record from the Open Molecules 2025 dataset describes a structure of composition C6H9FNO5Pt. The level of theory is ωB97M-V/def2-TZVPD.

Properties
HOMO (spin up / spin down) (eV): -4.63 / -6.12
Net charge: -1
2S+1: 3
Orbital gap (spin up / spin down) (eV): 7.77 / 8.29

```
23
Properties=species:S:1:pos:R:3:lowdin_charge:R:1
Pt 0.23921 -1.61000 -1.34723 1.268
O 2.32260 -0.67400 1.15791 -0.070
C 1.47283 0.39030 1.50505 -0.254
C -0.01113 0.13681 1.27300 -0.150
N -0.49966 0.12756 -0.12632 -0.294
C -0.09300 1.32238 -0.86400 -0.116
C 1.34984 1.19960 -1.39195 -0.673
O 1.94951 2.22510 -1.67386 0.027
O 1.79526 -0.00504 -1.50006 -0.177
C -1.94611 -0.10631 -0.10403 -0.131
C -2.22949 -1.57509 0.25791 -0.672
O -3.28954 -1.86465 0.78595 0.029
O -1.28179 -2.39301 -0.05749 -0.188
H 2.40509 -0.65921 0.18919 0.046
H 1.58028 0.53544 2.58330 0.119
H 1.78861 1.32622 1.03012 0.116
H -0.27444 -0.82448 1.71475 0.129
H -0.56381 0.92483 1.80806 0.129
H -0.74137 1.42700 -1.73541 0.126
H -0.18048 2.23173 -0.26087 0.131
H -2.46202 0.54925 0.60469 0.125
H -2.34490 0.07363 -1.10347 0.124
F 1.01450 -2.75806 -2.74524 -0.642
```